15
Properties=species:S:1:pos:R:3:forces:R:3 method="wB97M-V/def2-TZVPD" total_energy_ev=-8293.606 smiles="C[C@H]1C=C(N)C=N1" molar_mass_g_mol=96.1 homo_energy_ev=-8.23 orbital_gap_ev=9.27 total_charge=0 lumo_energy_ev=1.0
N -2.37055 0.76871 0.30782 -0.1 0.0 -0.1
N 0.86205 0.34217 -1.20762 -0.5 0.5 -0.4
C -1.14308 0.24663 -0.07320 0.1 -0.3 0.0
C -0.16475 1.01813 -0.85531 0.1 0.1 -0.3
C 0.83173 -0.86282 -0.38203 0.5 0.3 0.2
C -0.57843 -0.95766 0.15005 0.1 0.3 0.2
C 1.92289 -0.28697 0.62800 -0.1 -0.5 0.3
H -1.06015 -1.82038 0.60545 0.3 0.2 0.1
H -2.67870 1.56294 -0.23427 0.0 -0.1 0.0
H 2.53787 -1.08434 1.03467 -0.1 -0.1 0.3
H -3.10758 0.08665 0.41120 0.1 0.1 0.1
H 1.19974 -1.78432 -0.85115 0.0 0.4 -0.2
H -0.23042 2.07602 -1.09190 -0.3 -0.1 -0.2
H 2.59465 0.44209 0.14558 -0.3 -0.6 0.0
H 1.38473 0.25315 1.41274 0.2 -0.2 0.0

15
Properties=species:S:1:pos:R:3:forces:R:3 method="wB97M-V/def2-TZVPD" total_energy_ev=-8291.001 molar_mass_g_mol=96.1 homo_energy_ev="-6.88 / -6.88" orbital_gap_ev="7.77 / 7.77" total_charge=0 lumo_energy_ev="0.9 / 0.9"
N -0.56670 -0.24526 -0.49399 -1.0 1.2 -0.9
N -0.48708 -1.17258 0.38105 -1.6 -1.7 0.0
C 1.31664 0.97461 0.45752 -3.2 1.5 -0.6
C 0.53441 -1.16796 1.24604 1.6 1.6 -0.5
C -1.74688 -0.34376 -1.29795 -1.1 1.2 -0.1
C 1.47444 -0.22074 1.37772 -2.0 -0.2 -2.7
C 0.16756 0.78445 -0.70599 2.8 0.4 2.2
H -0.19943 1.53436 -1.42629 0.8 -0.5 0.5
H 2.23596 1.31052 -0.02526 -0.1 0.4 0.5
H 2.27968 -0.19319 2.01813 1.5 -0.3 1.4
H 0.73229 1.72393 1.11089 1.8 0.1 -1.0
H -1.67488 -1.17605 -1.96459 -0.1 -0.2 -0.6
H 0.48774 -2.09176 1.67353 0.6 -2.1 2.1
H -1.92978 0.66195 -1.66237 0.4 -0.2 -1.3
H -2.62394 -0.37854 -0.68842 -0.3 -1.0 0.9

15
Properties=species:S:1:pos:R:3:forces:R:3 method="wB97M-V/def2-TZVPD" total_energy_ev=-8290.664 molar_mass_g_mol=96.1 homo_energy_ev=-8.59 orbital_gap_ev=8.25 total_charge=0 lumo_energy_ev=-0.3
N -1.56725 -2.29031 -0.43474 0.1 0.7 0.8
N -1.11504 0.88909 0.79528 -0.2 0.0 -0.1
C -1.15675 -0.43203 1.39707 0.0 -0.1 0.1
C -0.12777 0.95904 -0.28799 0.2 -0.1 0.0
C 2.02086 -0.07286 -0.97866 0.0 0.0 0.1
C -1.41808 -1.51373 0.41001 -0.1 -0.6 -0.6
C 1.15772 0.36143 0.13594 0.0 0.0 -0.4
H -1.90358 -0.46779 2.19443 0.1 0.0 -0.2
H 2.96358 -0.50976 -0.64351 -0.1 0.1 -0.1
H -0.51835 0.55137 -1.24134 0.1 0.0 0.1
H -2.03455 1.13557 0.44269 0.1 0.0 0.1
H -0.17215 -0.62397 1.83668 -0.2 0.0 0.0
H 2.21998 0.68928 -1.74811 -0.2 0.0 0.1
H 1.44314 -0.86209 -1.49478 0.0 0.1 0.1
H 0.10741 2.02148 -0.48315 0.1 -0.1 0.0

15
Properties=species:S:1:pos:R:3:forces:R:3 method="wB97M-V/def2-TZVPD" total_energy_ev=-8290.915 molar_mass_g_mol=96.1 homo_energy_ev=-8.01 orbital_gap_ev=8.16 total_charge=0 lumo_energy_ev=0.2
N 0.98257 -0.04098 0.01284 0.2 -0.1 -0.1
N -0.02689 -0.78010 0.14176 0.1 0.0 -0.4
C 2.34104 -0.54449 0.21890 0.0 -0.1 -0.5
C -1.11285 0.09066 -0.30696 -0.2 0.0 0.2
C -2.42018 -0.25383 0.37900 0.0 0.0 0.0
C -0.61891 1.48223 -0.54648 0.2 -0.1 0.0
C 0.73078 1.26158 -0.40291 -0.1 0.4 0.1
H 2.27290 -1.65038 0.31519 0.3 0.9 0.1
H -3.24968 0.22407 -0.14600 0.1 -0.1 0.1
H -2.41920 0.07770 1.42207 0.0 0.0 -0.2
H 1.60808 1.89158 -0.48114 -0.2 0.1 -0.1
H 2.91872 -0.24045 -0.69172 -0.3 -0.4 0.9
H -2.54272 -1.34128 0.36678 -0.1 0.2 0.0
H -1.19079 -0.15173 -1.39196 0.0 -0.2 0.1
H 2.72711 -0.02459 1.11064 0.1 -0.5 -0.4

15
Properties=species:S:1:pos:R:3:forces:R:3 method="wB97M-V/def2-TZVPD" total_energy_ev=-8290.721 molar_mass_g_mol=96.1 homo_energy_ev="-7.30 / -7.30" orbital_gap_ev="7.86 / 7.87" total_charge=0 lumo_energy_ev="0.6 / 0.6"
N 1.44606 -0.10876 1.41904 0.5 0.0 0.1
N -0.60607 0.08071 0.19221 0.3 -0.1 0.1
C -1.63790 -0.47541 0.78798 0.0 0.2 0.4
C -0.46927 2.19673 -1.03460 0.0 0.3 0.3
C -0.53753 0.90551 -0.84161 -0.3 0.1 -1.0
C 0.74656 -0.46314 0.44951 0.0 -0.6 0.3
C 1.16995 -1.52268 -0.50838 0.0 -0.1 -0.3
H 2.21613 -1.76583 -0.34984 0.0 0.0 0.1
H -2.62237 -0.09540 0.59429 -0.1 0.1 -0.2
H -0.40818 2.60065 -2.03221 0.0 0.0 -0.2
H 1.06327 0.61689 2.00907 -0.4 0.2 0.0
H 0.55755 -2.41628 -0.36845 0.0 0.0 0.0
H -0.45771 2.93120 -0.22999 -0.1 0.0 0.2
H -1.48167 -1.31104 1.44266 0.2 -0.1 0.1
H 1.02118 -1.17315 -1.52966 0.0 0.0 0.0

15
Properties=species:S:1:pos:R:3:forces:R:3 method="wB97M-V/def2-TZVPD" total_energy_ev=-8294.813 smiles=Cc1cn(C)cn1 molar_mass_g_mol=96.1 homo_energy_ev=-8.48 orbital_gap_ev=9.39 total_charge=0 lumo_energy_ev=0.9
N 0.67602 -0.10758 -0.81389 -0.1 0.1 0.2
N 0.47383 1.32230 0.86549 0.0 -0.1 -0.1
C -1.76493 0.60853 1.79061 -0.1 0.1 0.1
C -0.48792 -0.42325 -0.16495 -0.2 0.2 -0.1
C -0.60934 0.47048 0.85734 -0.2 0.0 0.0
C 1.22928 0.93057 -0.13371 0.1 0.0 -0.1
C 1.30147 -1.05078 -1.70406 0.0 -0.1 -0.1
H -1.13469 -1.19723 -0.55278 0.0 0.0 0.2
H 2.19464 -0.60773 -2.15114 0.0 -0.3 0.2
H 2.18918 1.35404 -0.41129 -0.2 -0.1 0.1
H 1.48454 -1.94445 -1.09979 0.5 0.0 -0.4
H -2.53826 1.24159 1.34324 0.1 0.0 0.1
H -1.44751 1.07008 2.72683 0.0 0.0 -0.1
H -2.21653 -0.36473 2.01053 0.1 0.2 0.0
H 0.62648 -1.33127 -2.51657 0.0 0.2 0.1

15
Properties=species:S:1:pos:R:3:forces:R:3 method="wB97M-V/def2-TZVPD" total_energy_ev=-8293.719 smiles=CCc1cnc[nH]1 molar_mass_g_mol=96.1 homo_energy_ev=-8.25 orbital_gap_ev=9.12 total_charge=0 lumo_energy_ev=0.9
N -0.00622 -1.45233 1.44120 1.9 -0.1 1.0
N 0.71064 0.62121 1.02699 0.7 -2.2 -1.2
C -0.03180 1.06806 -1.27548 1.4 -0.8 -1.0
C 0.12861 0.16014 -0.13927 -2.4 -0.8 1.9
C -0.37265 -1.08761 0.20010 1.3 2.5 -0.4
C -1.01330 0.62379 -2.35743 2.4 0.9 -3.8
C 0.76502 -0.47712 1.85993 0.1 1.2 3.9
H 0.73492 1.59037 1.22079 0.8 0.7 0.5
H 1.02462 0.99762 -1.63376 -0.7 0.8 -0.7
H -0.16628 2.06620 -0.89588 -0.3 0.6 -0.1
H 1.31606 -0.39494 2.93081 -1.6 -0.3 -2.8
H -0.62291 -0.23722 -2.96980 -0.1 0.3 1.2
H -1.06063 1.36525 -3.29256 -0.2 -0.9 2.4
H -1.96638 0.34927 -2.04196 -1.7 -0.1 0.7
H -1.04563 -1.64223 -0.32200 -1.4 -1.6 -1.7

15
Properties=species:S:1:pos:R:3:forces:R:3 method="wB97M-V/def2-TZVPD" total_energy_ev=-8291.581 molar_mass_g_mol=96.1 homo_energy_ev=-7.82 orbital_gap_ev=8.09 total_charge=0 lumo_energy_ev=0.3
N -0.54897 -1.59220 -1.28999 2.5 0.2 2.7
N 0.68619 -1.11129 0.18123 -0.9 0.3 -0.7
C -1.28144 2.01937 -0.37677 -0.1 0.1 0.0
C 0.31143 0.13496 0.35727 -0.4 0.1 -0.3
C 1.77679 -1.65007 1.03664 -0.2 -0.3 -0.4
C -0.70750 0.63347 -0.45256 0.0 -0.1 0.0
C -1.09071 -0.43122 -1.29509 -0.2 -0.6 -0.2
H -1.63249 2.36417 -1.35425 0.0 -0.1 0.1
H 2.68945 -1.84581 0.46390 -0.2 0.0 -0.1
H 2.06375 -0.94788 1.84936 -0.5 -0.1 -0.6
H -2.12227 2.09863 0.32429 0.1 0.0 -0.1
H 1.47774 -2.58076 1.52482 -0.1 0.1 -0.2
H 0.78026 0.76346 1.12395 -0.1 -0.3 -0.2
H -1.88550 -0.58675 -2.04765 0.0 0.9 0.2
H -0.51671 2.73191 -0.04518 -0.1 -0.1 -0.1

15
Properties=species:S:1:pos:R:3:forces:R:3 method="wB97M-V/def2-TZVPD" total_energy_ev=-8291.858 molar_mass_g_mol=96.1 homo_energy_ev="-7.31 / -7.27" orbital_gap_ev="7.99 / 8.01" total_charge=0 lumo_energy_ev="0.7 / 0.7"
N 1.25769 0.43413 0.44921 0.2 -0.2 0.2
N -2.82303 0.79410 -1.20126 1.0 -0.4 0.0
C 0.26892 -0.41644 0.11360 -0.2 -0.3 0.0
C -1.75524 0.34807 -1.22197 -0.9 0.4 0.1
C -0.40689 -0.24946 -1.21642 0.0 0.0 -0.1
C -0.23321 -1.39838 1.11323 0.0 -0.1 0.0
C 1.06728 1.73566 0.20059 0.0 0.5 -0.1
H 0.06705 2.10781 0.37109 0.1 0.0 -0.4
H -0.90540 -0.90489 1.83272 0.1 -0.1 -0.1
H 2.10523 0.07664 0.90291 -0.3 0.1 -0.1
H 0.23165 0.36292 -1.86951 -0.1 -0.1 0.2
H 1.86011 2.38787 -0.13443 0.1 -0.1 0.2
H 0.58144 -1.83729 1.70204 0.0 0.0 -0.1
H -0.50842 -1.24690 -1.67378 -0.1 0.2 0.1
H -0.80718 -2.19384 0.63198 0.1 0.0 0.1

15
Properties=species:S:1:pos:R:3:forces:R:3 method="wB97M-V/def2-TZVPD" total_energy_ev=-8291.654 smiles="C[C@H]1CN2CC2=N1" molar_mass_g_mol=96.1 homo_energy_ev=-9.47 orbital_gap_ev=10.51 total_charge=0 lumo_energy_ev=1.0
N 0.79432 -1.07761 -0.87900 -0.4 0.1 0.6
N 0.73099 0.58080 0.73493 -0.2 0.2 0.2
C -0.64620 -0.51694 -0.72368 0.0 0.1 -0.1
C 2.18628 0.73988 0.52254 0.3 0.0 0.0
C -1.65513 -1.10972 0.30489 0.2 -0.1 0.0
C 1.39975 -0.38569 0.00440 -0.4 -0.2 0.1
C -0.27752 0.92176 -0.28590 -0.2 0.2 -0.1
H -1.08385 1.50776 0.15373 -0.1 0.0 -0.2
H 2.52239 1.54527 -0.13330 0.1 -0.4 -0.2
H -1.47396 -2.15190 0.57802 0.1 0.1 -0.2
H -1.66361 -0.52144 1.23104 0.2 -0.2 -0.2
H -2.67875 -1.05093 -0.09430 0.4 0.0 0.0
H 0.18264 1.44436 -1.13854 -0.1 0.1 0.2
H -1.09000 -0.57307 -1.72253 0.1 0.1 0.2
H 2.75266 0.64747 1.44772 -0.1 0.0 -0.2

15
Properties=species:S:1:pos:R:3:forces:R:3 method="wB97M-V/def2-TZVPD" total_energy_ev=-8293.758 smiles=Cn1cccc1N molar_mass_g_mol=96.1 homo_energy_ev=-7.59 orbital_gap_ev=8.62 total_charge=0 lumo_energy_ev=1.0
N -0.25318 -0.63614 -0.45803 0.3 0.1 -0.2
N -1.21676 1.53302 -0.87980 0.1 -0.1 0.1
C -1.07033 -1.09412 0.66217 -0.4 -0.3 -0.2
C -0.11854 0.76577 -0.47253 0.2 0.0 -0.1
C 1.02107 -1.15340 -0.16714 0.3 0.0 0.1
C 1.16894 1.09905 -0.16998 -0.2 0.0 -0.2
C 1.87395 -0.14208 0.07354 0.3 0.0 -0.5
H -0.44032 -0.81308 1.53952 -1.4 0.0 0.2
H -1.14138 2.53101 -0.75480 0.3 -0.1 0.1
H 1.09782 -2.21592 0.03773 0.1 0.2 -0.2
H 1.59503 2.09202 -0.19152 0.0 -0.1 0.1
H -1.13529 -2.18664 0.62521 -0.1 0.2 0.0
H -2.09323 -0.69767 0.52447 0.5 0.0 0.8
H 2.90589 -0.26453 0.35638 0.1 0.1 0.0
H -2.11136 1.22702 -0.52510 0.0 -0.2 0.0

15
Properties=species:S:1:pos:R:3:forces:R:3 method="wB97M-V/def2-TZVPD" total_energy_ev=-8291.744 molar_mass_g_mol=96.1 homo_energy_ev=-7.45 orbital_gap_ev=8.18 total_charge=0 lumo_energy_ev=0.7
N -2.50230 -0.60805 0.11158 1.7 -1.3 -3.1
N -0.62659 -0.96082 1.24622 0.5 0.7 -1.1
C 0.59332 -0.92517 0.61258 1.4 0.7 1.0
C 1.87162 0.89494 -0.64964 3.1 -0.3 -0.5
C 0.69083 0.33300 0.00986 1.6 -0.6 -1.1
C -1.34690 0.00129 0.57792 -0.4 0.1 1.7
C -0.53026 0.93353 -0.06281 -1.9 -0.6 1.3
H 1.39704 -1.56970 0.94191 0.1 0.1 -0.1
H -2.88193 0.13017 -0.48509 -0.6 -0.7 -0.4
H -1.07397 -1.82009 1.52791 -0.1 0.2 -0.2
H 1.84125 1.58506 -1.49663 -1.2 0.0 0.1
H 2.51199 0.09080 -1.05432 -0.3 0.0 0.2
H -0.83077 1.81005 -0.61382 0.0 -0.2 -0.1
H 2.58029 1.41676 0.01029 -0.4 -0.1 0.4
H -1.69362 -1.31177 -0.67595 -3.7 1.8 1.7

15
Properties=species:S:1:pos:R:3:forces:R:3 method="wB97M-V/def2-TZVPD" total_energy_ev=-8292.074 molar_mass_g_mol=96.1 homo_energy_ev=-7.48 orbital_gap_ev=7.37 total_charge=0 lumo_energy_ev=-0.1
N -0.24581 0.45712 0.08087 0.3 0.0 -0.1
N -2.70940 -2.13368 0.27703 0.6 0.9 -0.3
C 1.73489 -0.95784 -0.33361 0.0 0.0 -0.1
C -1.97724 -1.31083 -0.11082 -0.6 -0.5 0.4
C -1.05679 -0.39738 -0.65632 0.0 -0.1 -0.1
C 1.04641 0.35035 -0.13008 0.0 0.1 0.0
C -0.78023 1.60564 0.81983 -0.1 0.2 0.0
H -0.75475 -0.47329 -1.69180 -0.1 -0.4 0.2
H -0.10978 1.88718 1.63799 -0.1 -0.1 -0.2
H 1.63473 1.27028 -0.12403 -0.1 -0.2 0.4
H 1.92725 -1.23507 -1.37527 0.0 0.1 0.1
H 1.14546 -1.77182 0.10968 0.0 0.3 -0.1
H -1.76253 1.35557 1.22382 0.1 -0.1 -0.1
H -0.88565 2.43956 0.12284 -0.1 0.0 0.1
H 2.70845 -0.90422 0.16882 -0.1 0.0 -0.1

15
Properties=species:S:1:pos:R:3:forces:R:3 method="wB97M-V/def2-TZVPD" total_energy_ev=-8291.859 molar_mass_g_mol=96.1 homo_energy_ev=-7.60 orbital_gap_ev=7.96 total_charge=0 lumo_energy_ev=0.4
N 0.31899 -0.42343 -0.47647 0.1 -0.1 0.4
N 0.79770 -1.76751 1.27421 -0.3 -0.1 0.0
C -0.43195 -1.27204 1.59999 0.3 -0.2 -0.3
C -0.77914 -0.28060 0.49466 0.0 0.0 0.2
C -0.83761 1.09029 1.19503 -0.1 0.2 0.0
C 0.47120 0.28191 -1.73123 0.0 0.1 0.0
C 1.15530 -1.27925 0.08318 -0.1 0.2 -0.2
H -0.35760 0.05060 -2.40924 0.1 0.0 0.1
H -1.47073 1.77004 0.64000 -0.1 0.3 -0.1
H -1.25703 0.98481 2.19880 0.0 -0.2 -0.2
H 0.49186 1.36260 -1.55420 0.0 -0.1 0.0
H 0.14298 1.55237 1.32370 0.1 -0.2 -0.1
H 1.40813 -0.01352 -2.21185 -0.1 0.0 0.1
H -1.73179 -0.49320 -0.00699 0.1 -0.1 0.2
H 2.07967 -1.56307 -0.41956 -0.1 0.1 0.0

15
Properties=species:S:1:pos:R:3:forces:R:3 method="wB97M-V/def2-TZVPD" total_energy_ev=-8290.532 molar_mass_g_mol=96.1 homo_energy_ev=-8.92 orbital_gap_ev=9.80 total_charge=0 lumo_energy_ev=0.9
N -1.02029 0.53141 1.19612 0.2 0.2 0.8
N 2.48866 0.58389 1.37071 -2.0 0.4 -0.6
C -0.42596 -0.01225 -0.67256 -1.1 0.9 2.3
C -0.82223 -0.82511 0.58802 0.1 0.3 0.4
C 0.47264 -0.59130 -1.71984 -0.2 0.1 -0.7
C 1.40863 0.79173 0.98110 2.3 -0.6 0.4
C 0.11437 1.04530 0.35899 -0.7 0.0 0.3
H 0.03413 2.11267 0.12029 0.1 -0.3 -0.1
H -0.03113 -1.41361 -2.24611 0.1 0.2 0.1
H 0.00201 -1.33849 1.10262 0.0 0.0 -0.2
H -1.72615 -1.44082 0.59272 0.2 0.1 -0.2
H 0.74785 0.16334 -2.46900 -0.1 -0.2 0.1
H -1.64491 0.71596 -0.12382 1.3 -1.1 -2.2
H -1.00723 0.67089 2.21438 0.1 -0.2 -0.5
H 1.40963 -0.99360 -1.29364 -0.4 0.2 0.0

15
Properties=species:S:1:pos:R:3:forces:R:3 method="wB97M-V/def2-TZVPD" total_energy_ev=-8288.033 molar_mass_g_mol=96.1 homo_energy_ev=-9.22 orbital_gap_ev=10.08 total_charge=0 lumo_energy_ev=0.9
N 0.24880 -1.59236 0.13140 -2.1 -0.2 2.6
N 1.08816 -1.22130 -0.78947 1.3 0.2 -3.8
C -1.03394 -0.69195 0.24245 -2.5 -0.5 0.0
C 1.43937 -0.02147 -0.66364 1.7 4.9 -2.8
C -1.42589 0.39149 -0.63374 -0.9 1.0 -4.1
C 1.14501 0.66948 0.64986 -1.0 0.1 -0.5
C 0.04241 -0.32148 1.04998 2.9 -3.2 6.5
H -1.54721 1.52131 -0.05698 0.5 -3.4 -1.9
H -0.27995 0.29800 -1.44048 -3.7 1.2 1.7
H 0.01554 -0.90599 2.11442 0.3 2.4 -2.2
H 2.13966 0.61003 1.22822 -2.0 0.5 -0.3
H 0.73706 1.73166 0.39205 1.0 -1.8 0.9
H -1.84755 -1.35026 0.63822 1.0 0.7 -0.2
H -2.50849 0.05941 -1.30276 3.5 1.4 1.9
H 1.78704 0.82344 -1.55951 -0.2 -3.3 2.2

15
Properties=species:S:1:pos:R:3:forces:R:3 method="wB97M-V/def2-TZVPD" total_energy_ev=-8292.700 smiles=C[C@H]1[C@@H](C#N)N1C molar_mass_g_mol=96.1 homo_energy_ev=-9.00 orbital_gap_ev=9.84 total_charge=0 lumo_energy_ev=0.8
N -0.13534 0.49754 -0.39781 0.0 0.0 0.1
N -2.65074 -1.59387 0.40764 0.8 0.0 -0.4
C 0.81262 -0.49642 -0.14748 0.2 0.0 0.1
C -0.52180 -0.76788 -0.85515 -0.1 0.0 -0.1
C -0.33160 1.89023 -0.60542 0.0 0.2 0.0
C 1.07954 -0.79968 1.30729 -0.1 -0.1 0.0
C -1.68352 -1.31042 -0.15774 -0.7 -0.2 0.5
H 1.36028 -1.84023 1.48938 0.0 0.1 -0.1
H 0.00283 2.28903 -1.57309 0.0 -0.1 0.0
H -0.46489 -1.04835 -1.91381 0.0 0.1 0.2
H 0.20187 2.39495 0.20952 -0.1 0.1 -0.3
H 0.17666 -0.55870 1.87515 0.1 -0.2 0.0
H 1.88405 -0.14413 1.66375 -0.1 -0.2 0.0
H 1.67266 -0.60176 -0.82553 -0.2 0.1 0.1
H -1.40262 2.08967 -0.47671 0.2 0.1 -0.1